{"formula": "C43H62BBeN8O14", "method": "ωB97M-V/def2-TZVPD", "total_charge": 1, "e_homo_ev": -12.01, "symbols": ["Be", "O", "C", "O", "B", "O", "C", "O", "O", "C", "O", "C", "O", "O", "N", "C", "C", "C", "C", "C", "H", "H", "H", "H", "H", "C", "C", "O", "C", "O", "O", "H", "H", "H", "H", "C", "C", "O", "C", "O", "O", "H", "H", "H", "H", "C", "C", "C", "C", "N", "H", "H", "H", "H", "H", "H", "H", "C", "C", "C", "C", "N", "H", "H", "H", "H", "H", "H", "H", "C", "C", "C", "C", "N", "H", "H", "H", "H", "H", "H", "H", "C", "C", "C", "C", "N", "H", "H", "H", "H", "H", "H", "H", "C", "C", "C", "C", "N", "H", "H", "H", "H", "H", "H", "H", "C", "C", "C", "C", "N", "H", "H", "H", "H", "H", "H", "H", "C", "C", "C", "C", "N", "H", "H", "H", "H", "H", "H", "H"], "coordinates": [[-5.142170, -2.579839, 2.147865], [-1.712891, -3.061564, -1.132964], [-1.517196, -1.987063, -0.667490], [-0.393530, -1.279914, -0.697173], [-0.489314, -0.087222, 0.142536], [-1.831014, -0.197426, 0.783391], [-2.435706, -1.237495, 0.327971], [-3.513072, -1.633028, 0.727389], [-0.397704, 1.187591, -0.599524], [0.514050, 1.962244, -0.058395], [0.840850, 3.077490, -0.339250], [1.196921, 1.159637, 1.083356], [0.562371, -0.018736, 1.135257], [2.114441, 1.514241, 1.749054], [2.942649, -5.621848, 1.888737], [2.307967, -6.658223, 1.356469], [1.299890, -6.482620, 0.381259], [0.894875, -5.218021, 0.035161], [1.518110, -4.135848, 0.648322], [2.554402, -4.388891, 1.557307], [2.759946, -7.597610, 1.650475], [0.865886, -7.345317, -0.108930], [0.081198, -5.026787, -0.649969], [1.175917, -3.145791, 0.375232], [3.096851, -3.595210, 2.056797], [4.743048, 2.894828, -0.533227], [3.989855, 2.672501, -1.839356], [4.654361, 1.554708, -2.380606], [5.898920, 1.437465, -1.864216], [6.724914, 0.711216, -2.300339], [5.991962, 2.198657, -0.749802], [4.253994, 2.457587, 0.337120], [4.972402, 3.936470, -0.321641], [3.968947, 3.533141, -2.508322], [2.952875, 2.449724, -1.585525], [-2.036542, 4.439073, -0.102960], [-2.862051, 5.691540, 0.176039], [-4.003602, 5.460327, -0.657767], [-4.093223, 4.165400, -0.996394], [-5.007019, 3.638772, -1.541434], [-3.007517, 3.482451, -0.533571], [-1.533339, 4.081343, 0.794092], [-1.294595, 4.519651, -0.896712], [-2.295667, 6.578491, -0.087013], [-3.190955, 5.688388, 1.213278], [1.411835, -1.287641, 4.097196], [1.844639, -1.778005, 5.466701], [0.881879, -1.450085, 6.609198], [-0.423648, -2.089225, 6.404377], [-1.420706, -2.618145, 6.187603], [1.965207, -1.748017, 3.280667], [1.541045, -0.207446, 3.999053], [0.350284, -1.495066, 3.933622], [2.812206, -1.386328, 5.785106], [1.960534, -2.865026, 5.458434], [0.671813, -0.376062, 6.646414], [1.305967, -1.715927, 7.575642], [-0.224269, -6.365690, -3.021140], [-0.366161, -5.020301, -3.741711], [0.530104, -4.900290, -4.982983], [0.105235, -5.808344, -6.057744], [-0.245895, -6.518995, -6.886936], [0.770646, -6.512784, -2.598012], [-0.414965, -7.173572, -3.728457], [-0.961759, -6.350420, -2.216387], [-0.169761, -4.250617, -2.995337], [-1.410438, -4.856207, -4.017761], [1.534922, -5.246614, -4.731095], [0.565653, -3.870832, -5.331079], [0.790047, 4.499484, 3.185074], [0.796422, 5.439635, 4.380961], [0.250705, 6.858584, 4.177791], [-1.125101, 6.901787, 3.704492], [-2.201505, 6.917486, 3.307197], [1.443065, 4.809319, 2.368372], [-0.227727, 4.365473, 2.815415], [1.170616, 3.527334, 3.504063], [1.781544, 5.527143, 4.841581], [0.203929, 4.955403, 5.164531], [0.840063, 7.397439, 3.430876], [0.317426, 7.412311, 5.114443], [-4.200689, 2.680430, 3.287114], [-2.749462, 2.355455, 2.959469], [-2.212131, 1.129594, 3.701160], [-3.049826, -0.058331, 3.598426], [-3.694297, -1.006691, 3.581231], [-4.890423, 1.860798, 3.095801], [-4.553213, 3.571319, 2.765976], [-4.242149, 3.010246, 4.329233], [-2.095939, 3.183878, 3.233927], [-2.610193, 2.209750, 1.885279], [-2.058818, 1.317157, 4.769416], [-1.195878, 0.877528, 3.383513], [-3.100094, 0.780069, -2.841848], [-4.259958, 0.509959, -1.888107], [-4.884788, -0.871573, -2.124124], [-5.642431, -0.936180, -3.376061], [-6.230395, -1.016203, -4.356348], [-2.683832, 1.780545, -2.758213], [-3.515757, 0.738947, -3.853580], [-2.359671, -0.019535, -2.738158], [-4.972827, 1.321895, -2.032876], [-3.917353, 0.661345, -0.859470], [-5.655355, -1.050035, -1.366872], [-4.106007, -1.633373, -2.085556], [4.737585, -1.991704, 0.109657], [3.645079, -0.980130, -0.181828], [3.050446, -0.941216, -1.590697], [2.569860, -2.218906, -2.101659], [2.204699, -3.239953, -2.482180], [5.667054, -1.784397, -0.420491], [4.406515, -3.007819, -0.125346], [4.983948, -2.045449, 1.171680], [3.976525, 0.025399, 0.077223], [2.756350, -1.225087, 0.412080], [3.778693, -0.599630, -2.332560], [2.195804, -0.267056, -1.711447], [0.599049, 1.562394, -4.133003], [0.953883, 0.429771, -5.086951], [-0.147831, -0.613749, -5.241612], [-1.337358, -0.253766, -6.020274], [-2.262694, 0.031904, -6.638300], [1.353887, 2.346263, -4.199753], [0.667290, 1.213595, -3.098500], [-0.404065, 1.917913, -4.363642], [1.869621, -0.077804, -4.781890], [1.101841, 0.811560, -6.101102], [-0.473733, -0.907036, -4.238021], [0.214746, -1.496358, -5.775351]], "forces_ev_per_a": [[3.16, 2.36, -0.19], [-0.35, -0.07, -0.24], [0.79, 0.21, 0.63], [-0.20, -0.09, -0.37], [0.67, 0.86, -0.42], [-0.51, -0.16, 0.06], [0.51, 0.09, 0.35], [-2.47, -1.32, 0.90], [-0.52, -0.27, -0.31], [0.92, 0.16, 0.71], [-0.36, -0.05, -0.39], [-0.43, -0.08, -0.57], [0.13, -0.36, 0.57], [0.08, -0.08, 0.25], [-0.22, 0.39, 0.23], [0.70, 0.77, -0.32], [-0.24, -0.86, 0.10], [0.01, 0.54, 0.48], [-0.29, -0.18, -0.48], [0.21, -0.34, 0.16], [-0.50, -0.32, -0.27], [0.02, -0.04, 0.08], [0.12, -0.16, -0.19], [0.26, 0.15, 0.26], [-0.14, 0.15, -0.04], [0.67, 0.17, 0.11], [-0.70, 0.36, 1.08], [-0.29, -0.06, -0.97], [-0.31, 0.04, 0.62], [0.23, -0.05, 0.08], [0.03, 0.13, -0.23], [-0.08, -0.06, -0.08], [-0.02, 0.00, -0.05], [0.41, -0.13, -0.15], [0.00, -0.30, -0.37], [0.41, -0.15, 0.10], [0.35, -1.18, -0.06], [-0.20, 0.54, -0.44], [0.13, -0.28, 0.73], [-0.09, 0.19, -0.21], [-0.14, 0.09, 0.03], [-0.03, -0.12, -0.04], [0.01, 0.30, 0.03], [-0.47, 0.28, -0.06], [0.00, 0.41, 0.00], [-0.24, 0.42, 0.10], [0.32, -0.56, 0.37], [-0.51, 0.53, -0.28], [0.10, -0.30, 0.14], [0.00, 0.17, -0.08], [0.08, -0.04, 0.08], [0.05, 0.01, 0.00], [0.01, -0.13, -0.04], [0.06, 0.10, -0.33], [0.03, 0.01, -0.08], [0.18, 0.04, 0.02], [-0.13, -0.19, 0.01], [-0.29, 0.39, -0.49], [-0.11, -0.17, 0.36], [0.05, -0.50, 0.44], [-0.26, 0.42, 0.06], [0.01, -0.11, -0.02], [0.05, 0.14, -0.05], [-0.16, -0.18, 0.25], [0.01, -0.48, 0.02], [0.42, 0.27, -0.37], [0.00, -0.19, -0.17], [0.14, 0.44, 0.12], [0.11, -0.05, -0.18], [0.31, 0.02, 0.10], [-0.29, -0.26, 0.63], [0.38, 0.01, -0.25], [-0.14, -0.16, 0.01], [-0.11, -0.13, -0.05], [-0.15, 0.18, -0.05], [0.02, 0.05, -0.15], [-0.09, -0.05, -0.03], [0.15, 0.05, -0.32], [-0.13, 0.14, 0.01], [0.11, 0.00, 0.10], [-0.03, 0.06, -0.04], [0.35, 0.83, 0.50], [-0.12, -0.05, -0.48], [0.60, -0.02, 0.47], [0.23, 0.05, 0.10], [-1.39, -1.21, -1.03], [0.00, -0.03, 0.06], [0.09, -0.20, -0.40], [-0.26, -0.46, 0.13], [-0.09, 0.07, 0.07], [-0.10, -0.11, 0.01], [-0.45, 0.08, 0.06], [-0.16, -0.22, -0.36], [-0.75, -0.41, -0.53], [0.30, 0.94, -0.12], [-0.44, 0.76, 0.32], [0.57, -0.20, -0.12], [-0.17, 0.04, -0.09], [0.22, -0.13, 0.43], [0.28, -0.21, -0.10], [0.33, 0.29, -0.14], [-0.28, -0.26, 0.01], [-0.11, -0.41, 0.11], [0.28, -0.23, 0.28], [-0.22, -0.27, -0.11], [0.07, -0.46, -0.12], [-1.00, -0.17, 0.26], [0.60, 0.04, -1.22], [0.05, -0.46, 0.31], [-0.05, 0.03, -0.01], [-0.07, -0.01, -0.13], [0.07, 0.06, -0.33], [-0.07, 0.39, 0.04], [-0.11, 0.03, 0.05], [0.32, 0.22, 0.56], [0.06, 0.05, 0.11], [0.11, 0.21, 0.41], [0.51, -0.49, 0.03], [-0.27, 0.20, -0.91], [-0.24, -0.71, 0.31], [0.04, 0.68, 0.21], [0.07, -0.06, 0.08], [-0.27, 0.24, -0.21], [-0.43, -0.05, 0.02], [0.07, 0.32, 0.22], [0.00, -0.01, -0.01], [0.38, 0.22, 0.16], [-0.11, -0.30, -0.13], [0.29, -0.07, 0.34]]}